Version A
Entry from the Open Molecules 2025 dataset: a single C2H2ClP molecule (the ωB97M-V functional and the def2-TZVPD basis).

Each line ends with the natural charge from an NBO analysis.
Atoms and positions in Å:
Cl (-0.54, -1.23, -2.06)  0.132
C (0.09, -0.77, -0.60)  -0.520
P (1.19, -0.75, 0.62)  0.644
C (-0.08, 0.63, 0.49)  -0.656
H (0.31, 1.54, 0.35)  0.190
H (-0.99, 0.58, 1.21)  0.211

Output
HOMO level ... -8.97 eV
SMILES string ... ClC1=PC1
Orbital gap ... 9.055 eV

---

Version B
Entry from the Open Molecules 2025 dataset: a single C2H2ClP molecule (the ωB97M-V functional and the def2-TZVPD basis).

Each line ends with the natural charge from an NBO analysis.
Atoms and positions in Å:
Cl (-3.19, -0.74, 0.01)  0.135
C (-1.99, 0.39, 0.01)  -0.478
P (-1.25, 1.90, 0.01)  0.624
C (-0.34, 0.32, 0.04)  -0.706
H (0.37, 0.23, 0.86)  0.222
H (0.00, 0.16, -1.01)  0.203

Output
HOMO level ... -8.79 eV
SMILES string ... ClC1=PC1
Orbital gap ... 8.783 eV

---

Stability ranking, top and bottom: version B is the most stable and version A is the least stable.

---

Version A
Entry from the Open Molecules 2025 dataset: 2 unconnected molecules or ions with the total composition C3H5F2NO2 (the ωB97M-V functional and the def2-TZVPD basis).

Each line ends with the natural charge from an NBO analysis.
Atoms and positions in Å:
C (-0.48, 0.21, -0.49)  -0.601
C (0.48, -0.31, 0.58)  -0.539
C (1.71, -0.90, -0.02)  0.820
N (3.42, 0.63, 0.09)  0.464
O (3.88, 0.90, -0.96)  -0.341
O (3.61, 0.97, 1.22)  -0.358
F (1.74, -1.19, -1.32)  -0.298
F (2.29, -1.88, 0.67)  -0.309
H (-1.36, 0.63, -0.02)  0.223
H (-0.79, -0.60, -1.14)  0.217
H (-0.01, 0.97, -1.10)  0.222
H (-0.01, -1.10, 1.17)  0.240
H (0.76, 0.48, 1.28)  0.259

Output
HOMO level (spin up / spin down) ... -9.08 / -8.81 eV
Orbital gap (spin up / spin down) ... 8.927 / 8.342 eV

---

Version B
Entry from the Open Molecules 2025 dataset: a single C3H5F2NO2 molecule (the ωB97M-V functional and the def2-TZVPD basis).

Each line ends with the natural charge from an NBO analysis.
Atoms and positions in Å:
C (0.57, -0.19, -0.37)  -0.604
C (-0.78, 0.37, 0.09)  -0.477
C (-1.99, -0.57, 0.04)  0.754
F (-2.24, -1.34, 1.11)  -0.320
F (-2.05, -1.41, -0.97)  -0.293
N (-3.15, 0.39, 0.02)  0.501
O (-3.31, 0.81, -1.09)  -0.372
O (-3.64, 0.68, 1.05)  -0.323
H (0.76, -1.01, 0.31)  0.218
H (1.29, 0.56, -0.09)  0.219
H (0.58, -0.33, -1.49)  0.226
H (-1.08, 1.27, -0.52)  0.236
H (-0.60, 0.63, 1.08)  0.235

Output
HOMO level ... -11.44 eV
SMILES string ... CCC(F)(F)[N+](=O)[O-]
Orbital gap ... 11.552 eV

---

Stability ranking, top and bottom: version B is the most stable and version A is the least stable.